1.
ORCA calculation (ωB97M-V/def2-TZVPD) on the molecule C25H23N3O2S.

Summary:
Gap between HOMO and LUMO = 7.9 eV
SMILES = Cc1cccc(NC(=O)CSc2nc(COc3ccccc3)nc3ccccc23)c1C
Energy relative to the best compared isomer or geometry (same formula, charge and spin) = 0.00 kcal per mole
Electronic energy = -1679.45243 Ha

Positions of all 54 atoms, in Å:
C -5.25 0.07 -0.64
C -4.14 -0.91 -0.37
C -4.19 -2.16 -0.97
C -3.19 -3.09 -0.77
C -2.12 -2.79 0.05
C -2.05 -1.54 0.66
N -0.97 -1.20 1.48
C 0.21 -1.84 1.64
O 0.47 -2.97 1.30
C 1.28 -1.03 2.38
S 1.01 0.76 2.53
C 0.90 1.20 0.84
N 1.00 0.23 -0.03
C 0.88 0.54 -1.33
C 1.02 -0.62 -2.29
O 1.60 -1.76 -1.72
C 2.80 -1.62 -1.08
C 3.65 -0.53 -1.21
C 4.84 -0.50 -0.51
C 5.22 -1.56 0.30
C 4.38 -2.66 0.41
C 3.18 -2.70 -0.28
N 0.65 1.72 -1.82
C 0.53 2.75 -0.95
C 0.28 4.05 -1.43
C 0.17 5.09 -0.54
C 0.30 4.89 0.84
C 0.55 3.63 1.33
C 0.67 2.55 0.45
C -3.06 -0.59 0.45
C -2.95 0.76 1.11
H -4.87 0.97 -1.11
H -5.75 0.35 0.29
H -5.99 -0.37 -1.30
H -5.03 -2.40 -1.61
H -3.25 -4.06 -1.25
H -1.33 -3.50 0.21
H -1.03 -0.27 1.88
H 1.35 -1.39 3.41
H 2.23 -1.20 1.88
H 0.02 -0.93 -2.61
H 1.56 -0.28 -3.18
H 3.38 0.31 -1.83
H 5.49 0.36 -0.61
H 6.15 -1.53 0.84
H 4.66 -3.49 1.04
H 2.50 -3.53 -0.18
H 0.18 4.19 -2.49
H -0.02 6.09 -0.91
H 0.21 5.73 1.51
H 0.65 3.46 2.40
H -2.90 0.67 2.19
H -2.05 1.29 0.76
H -3.80 1.39 0.87

---

2.
ORCA calculation (ωB97M-V/def2-TZVPD) on a cluster of 5 separate species, C17H33N3O9 in total at a distorted geometry.

Summary:
Gap between HOMO and LUMO = 8.9 eV
SMILES = C[C@H]1COC(=O)O1.C[C@H]1COC(=O)O1.CN(C)C=O.CN(C)C=O.CN(C)C=O
Electronic energy = -1508.99977 Ha

Positions of all 62 atoms, in Å:
C -21.66 2.43 -15.31
C -20.20 2.76 -15.50
C -19.20 1.98 -14.63
O -18.08 1.77 -15.51
C -18.45 2.08 -16.76
O -17.77 1.88 -17.73
O -19.71 2.47 -16.83
H -22.08 2.57 -16.31
H -22.13 3.19 -14.68
H -21.92 1.46 -14.92
H -19.98 3.82 -15.34
H -19.54 1.02 -14.26
H -18.95 2.64 -13.80
C -23.84 -1.98 -12.61
C -23.53 -2.35 -11.17
C -23.33 -3.86 -10.93
O -22.20 -3.90 -10.07
C -21.56 -2.71 -10.12
O -20.48 -2.54 -9.64
O -22.29 -1.80 -10.77
H -24.71 -2.51 -12.98
H -22.94 -2.20 -13.18
H -24.04 -0.91 -12.61
H -24.31 -2.01 -10.49
H -23.11 -4.38 -11.88
H -24.23 -4.38 -10.61
C -17.25 -0.40 -19.95
N -18.44 -0.10 -20.75
C -18.92 -1.25 -21.46
C -18.64 1.17 -21.16
O -19.35 1.50 -22.08
H -17.57 -0.96 -19.08
H -16.77 0.52 -19.60
H -16.43 -0.94 -20.44
H -18.31 -1.47 -22.34
H -19.05 -2.14 -20.84
H -19.92 -1.09 -21.88
H -18.11 1.88 -20.51
C -19.53 -1.69 -16.69
N -20.89 -1.14 -16.85
C -21.75 -1.39 -15.71
C -21.19 -0.28 -17.85
O -22.25 0.30 -17.96
H -18.89 -1.25 -17.45
H -19.55 -2.77 -16.57
H -19.19 -1.33 -15.71
H -22.79 -1.25 -16.01
H -21.70 -2.47 -15.50
H -21.54 -0.77 -14.85
H -20.34 -0.22 -18.55
C -21.22 -6.12 -18.72
N -19.94 -5.94 -19.37
C -19.46 -7.02 -20.21
C -19.32 -4.74 -19.34
O -18.31 -4.43 -19.93
H -21.14 -7.04 -18.15
H -22.08 -6.16 -19.40
H -21.44 -5.30 -18.03
H -20.13 -7.14 -21.07
H -18.46 -6.78 -20.56
H -19.49 -7.96 -19.65
H -19.85 -4.03 -18.68

---

3.
ORCA calculation (ωB97M-V/def2-TZVPD) on a cluster of 21 separate species, C28H37Cl60NO3 in total.

Summary:
Gap between HOMO and LUMO = 9.7 eV
Electronic energy = -28981.01039 Ha

Positions of all 129 atoms, in Å:
C 5.02 -2.80 -0.57
C 4.27 -1.87 0.38
O 4.28 -0.51 -0.03
C 3.64 -0.31 -1.29
C 2.54 0.76 -1.26
C 1.11 0.21 -1.40
C 0.30 0.16 -0.09
C 0.31 -1.18 0.62
O -0.43 -2.17 -0.12
C 0.30 -2.93 -0.94
N -0.48 -3.43 -2.02
O 1.47 -3.22 -0.79
H 4.94 -2.51 -1.61
H 4.59 -3.80 -0.49
H 6.07 -2.90 -0.30
H 3.26 -2.25 0.52
H 4.77 -1.94 1.35
H 3.21 -1.24 -1.67
H 4.41 0.01 -2.00
H 2.63 1.42 -0.40
H 2.70 1.38 -2.15
H 1.12 -0.75 -1.91
H 0.57 0.89 -2.06
H 0.76 0.85 0.62
H -0.72 0.50 -0.23
H -0.16 -1.04 1.59
H 1.33 -1.50 0.84
H 0.09 -4.14 -2.47
H -0.64 -2.70 -2.71
C 0.27 2.58 -4.86
Cl 0.92 0.94 -5.02
Cl -1.48 2.56 -4.75
Cl 0.97 3.37 -3.44
H 0.56 3.15 -5.73
C 4.59 0.04 -6.71
Cl 6.24 -0.14 -7.31
Cl 4.50 -0.33 -4.99
Cl 3.98 1.66 -7.04
H 3.97 -0.67 -7.24
C -3.31 2.20 1.69
Cl -2.50 2.71 0.21
Cl -2.59 0.71 2.32
Cl -3.30 3.48 2.91
H -4.34 1.98 1.45
C -2.88 -3.06 4.16
Cl -2.00 -2.28 2.85
Cl -2.31 -4.72 4.33
Cl -2.74 -2.16 5.67
H -3.93 -3.10 3.89
C -3.54 -1.80 -1.99
Cl -4.32 -2.93 -3.11
Cl -3.04 -0.33 -2.83
Cl -4.62 -1.43 -0.66
H -2.66 -2.27 -1.58
C 7.40 0.16 1.27
Cl 8.15 1.20 0.05
Cl 8.26 -1.37 1.42
Cl 7.37 0.96 2.84
H 6.38 -0.05 0.95
C -6.13 -5.98 4.81
Cl -7.02 -7.11 3.79
Cl -6.12 -4.38 4.08
Cl -6.80 -5.97 6.45
H -5.10 -6.32 4.88
C 8.24 -3.66 -3.34
Cl 9.56 -4.68 -3.91
Cl 6.69 -4.50 -3.49
Cl 8.52 -3.15 -1.67
H 8.20 -2.78 -3.96
C -2.65 -5.83 -1.36
Cl -1.56 -6.97 -2.17
Cl -4.31 -6.42 -1.39
Cl -2.12 -5.51 0.28
H -2.61 -4.90 -1.90
C 9.29 4.50 1.80
Cl 8.90 5.12 3.41
Cl 8.67 5.58 0.55
Cl 11.03 4.27 1.62
H 8.80 3.54 1.68
C 7.52 8.90 -1.84
Cl 7.19 7.45 -2.78
Cl 7.15 10.35 -2.78
Cl 6.61 8.89 -0.33
H 8.57 8.91 -1.60
C 13.22 5.91 4.59
Cl 12.24 6.81 5.75
Cl 14.46 6.94 3.87
Cl 13.95 4.49 5.35
H 12.57 5.56 3.80
C -6.69 1.01 -4.88
Cl -5.51 2.06 -5.68
Cl -5.99 -0.57 -4.53
Cl -7.28 1.76 -3.40
H -7.53 0.88 -5.55
C 4.70 3.54 3.84
Cl 4.32 2.14 2.84
Cl 4.34 5.03 2.97
Cl 3.83 3.47 5.38
H 5.76 3.53 4.05
C -11.20 1.34 -4.13
Cl -10.34 1.99 -5.53
Cl -10.64 -0.29 -3.77
Cl -11.02 2.39 -2.72
H -12.25 1.30 -4.38
C -8.61 -1.45 6.86
Cl -7.83 -0.42 5.66
Cl -7.95 -3.09 6.79
Cl -8.43 -0.77 8.48
H -9.66 -1.50 6.63
C 4.41 -4.74 3.03
Cl 3.28 -3.70 3.90
Cl 5.84 -3.82 2.54
Cl 4.86 -6.14 4.00
H 3.92 -5.09 2.14
C -6.12 4.71 -0.99
Cl -5.07 5.74 -0.03
Cl -5.86 4.97 -2.71
Cl -5.89 3.01 -0.58
H -7.15 4.97 -0.77
C -10.40 6.38 -4.56
Cl -11.99 5.80 -5.06
Cl -9.47 5.09 -3.81
Cl -9.53 7.08 -5.92
H -10.55 7.16 -3.82
C -10.93 -7.41 6.16
Cl -9.97 -8.69 6.91
Cl -12.42 -7.13 7.07
Cl -9.99 -5.93 6.01
H -11.20 -7.74 5.16